The following is a quantum chemistry calculation of a molecular structure, C19H38FeN8PS, from the OMol25 dataset.

Atoms and positions in Å:
Fe -0.3038 -0.1547 0.1292
C -1.7702 1.3607 2.3536
C -1.9662 -0.0957 2.6872
N -1.6131 -0.9349 1.5247
C -2.5551 -0.9718 0.3864
C -2.7351 0.3113 -0.5179
S -1.3834 1.3542 -1.2526
C -1.5049 2.9025 -0.3221
C -0.5529 2.8648 0.8536
N -0.5789 1.5188 1.4698
H -1.6452 1.9445 3.2662
H -2.6397 1.7679 1.8415
H -2.9906 -0.2855 3.0131
H -1.3110 -0.3887 3.5074
H -1.4643 -1.8931 1.8278
H -3.5858 -1.1558 0.7089
H -2.2933 -1.8300 -0.2251
H -3.4249 1.0002 -0.0361
H -3.2728 -0.0757 -1.3837
H -2.5524 3.0410 -0.0539
H -1.2414 3.6984 -1.0193
H -0.8296 3.6321 1.5800
H 0.4643 3.0743 0.5246
H 0.2526 1.4293 2.0462
C 4.4113 1.4584 -2.5451
N 4.5716 1.3089 -1.0127
C 5.1729 -0.0852 -0.7250
N 4.3523 -1.0895 -1.3084
C 4.2534 -0.9064 -2.7591
N 3.6268 0.3849 -3.0473
C 2.2201 0.4291 -2.7147
P 2.0058 0.2115 -0.8604
C 3.2566 1.4874 -0.3107
C 3.0802 -1.3137 -0.6584
H 5.4142 1.4364 -2.9675
H 3.9568 2.4285 -2.7401
H 5.2208 2.0280 -0.6774
H 5.2569 -0.1964 0.3548
H 6.1679 -0.0934 -1.1663
H 3.6722 -1.7135 -3.1997
H 5.2518 -0.9253 -3.1930
H 1.6974 -0.3871 -3.2115
H 1.7762 1.3733 -3.0379
H 3.4207 1.4114 0.7653
H 2.8858 2.4914 -0.5215
H 2.5655 -2.1573 -1.1185
H 3.2180 -1.5345 0.3990
C -1.9122 -2.2833 -4.6914
C -1.2484 -2.2894 -3.3606
C -0.9674 -3.3327 -2.4904
C -0.3305 -2.7732 -1.3969
N -0.2076 -1.4233 -1.5529
N -0.7987 -1.1722 -2.7663
C 0.1789 -3.4897 -0.1893
H -1.3963 -2.9565 -5.3759
H -1.9522 -1.2908 -5.1376
H -2.9291 -2.6664 -4.5966
H -1.1902 -4.3761 -2.6526
H -0.7832 -0.2531 -3.1799
H 1.0400 -4.1092 -0.4490
H -0.5757 -4.1738 0.2025
H 0.4859 -2.8012 0.5997
C 2.2287 -1.2200 4.0204
C 1.6301 -0.8841 2.7340
N 1.1650 -0.6402 1.7100
H 2.7558 -0.3584 4.4338
H 2.9353 -2.0436 3.9009
H 1.4560 -1.5299 4.7265

The calculation puts the HOMO-LUMO gap (alpha / beta) at 6.076 / 7.596 eV. The electronic energy comes out at -86711.2151 eV. As for the multiplicity: 2. The net charge is +4. The relative energy (zero: lowest compared OMol25 entry of this formula, charge and spin) comes out at 33.3 kcal per mole.

---

The following is a quantum chemistry calculation of a molecular structure, C19H38MnN3O2PSi, from the OMol25 dataset.

Atoms and positions in Å:
Mn -0.1474 -0.6105 -0.2897
Si 1.0383 -2.4524 -1.0693
P 2.8067 -1.4938 -2.0551
N -0.0236 0.4608 -1.6851
H -1.4509 -1.3789 -0.5536
C 3.0153 0.3070 -1.9128
H 3.7147 0.7010 -2.6758
H 3.3463 0.5690 -0.8972
H 2.0233 0.7601 -2.0528
C 4.3016 -2.3022 -1.4101
H 5.1532 -2.1011 -2.0767
H 4.1413 -3.3873 -1.3411
H 4.5300 -1.9117 -0.4080
C 2.6545 -1.9026 -3.8259
H 3.6109 -1.7418 -4.3466
H 1.8778 -1.2730 -4.2832
H 2.3585 -2.9560 -3.9266
C 1.4929 -3.7116 0.2488
H 1.0419 -3.4311 1.2087
H 2.5593 -3.8982 0.3987
H 1.0261 -4.6390 -0.1019
H -1.0021 -1.8336 -1.1669
H 0.3978 -3.2276 -2.1869
C -0.6489 0.8039 -2.7890
C -1.6171 2.5274 -4.1982
C -0.7828 2.1784 -3.1683
C -1.2703 -0.1946 -3.6059
C -2.0974 0.1774 -4.6391
C -2.2767 1.5348 -4.9547
H -1.7800 3.5815 -4.4445
H -0.2379 2.9126 -2.5705
H -1.0956 -1.2417 -3.3400
H -2.6200 -0.5947 -5.2203
H -2.9242 1.8166 -5.7921
C 2.4517 0.4803 2.0607
O 2.1702 0.7456 0.8686
C 1.8497 1.2522 3.2078
H 1.6274 0.5574 4.0316
H 0.9459 1.7250 2.8132
H 2.5385 2.0401 3.5745
C 3.2877 -0.7289 2.4482
H 4.3603 -0.6025 2.2402
H 2.9352 -1.5835 1.8473
H 3.1790 -0.9629 3.5110
C -2.2112 2.5558 0.3727
N -2.5844 1.9501 1.6482
C -3.2885 2.7361 2.6295
C -4.0268 1.8280 3.5764
C -3.1182 0.7889 4.1582
N -2.4417 0.1085 3.0876
C -1.8730 -1.1989 3.3511
C -2.0828 0.7365 1.9484
O -1.3120 0.1587 1.1322
H -2.5665 1.9514 -0.4787
H -1.1188 2.6797 0.2602
H -2.7014 3.5365 0.3218
H -2.5811 3.3884 3.1686
H -3.9748 3.3791 2.0775
H -4.8471 1.3554 3.0328
H -4.4628 2.4228 4.3759
H -3.6597 0.0340 4.7219
H -2.4008 1.2540 4.8501
H -2.3483 -1.5975 4.2550
H -2.0750 -1.8866 2.5209
H -0.7862 -1.1510 3.5182

The calculation puts the HOMO-LUMO gap (alpha / beta) at 4.992 / 5.639 eV. The electronic energy comes out at -77366.6087 eV. As for the multiplicity: 4. The net charge is 0. The relative energy (zero: lowest compared OMol25 entry of this formula, charge and spin) comes out at 28.3 kcal per mole.